# 1
This record from the Open Molecules 2025 dataset describes a 2-piece molecular cluster, C3H10N2S overall at a distorted geometry. The level of theory is ωB97M-V with the def2-TZVPD basis set.

Properties
ΔE to the lowest compared entry with this formula, charge and spin, kJ/mol: 109.65
E_HOMO (spin up / spin down), eV: -2.3 / -2.3
Spin multiplicity: 2
⟨S²⟩: 0.75
Total energy, eV: -17086.3449
Total charge: -1
Orbital gap (spin up / spin down), eV: 6.4 / 5.0

Each line ends with the natural charge from an NBO analysis.
CARTESIAN COORDINATES (ANGSTROEM)
N1 -1.622 1.276 0.113  -0.862
C1 -0.304 0.771 -0.289  -0.062
C2 0.842 1.236 0.608  -0.541
S1 2.511 0.628 0.239  -0.695
C3 -0.358 -0.798 -0.430  -0.328
N2 -1.650 -1.103 -1.004  -0.473
H1 2.251 -2.765 0.960  -0.063
H2 2.793 -2.298 0.670  0.049
H3 -1.861 2.113 -0.396  0.348
H4 -0.053 1.168 -1.285  0.161
H5 0.570 1.285 1.683  0.182
H6 0.846 2.361 0.500  0.174
H7 0.446 -1.121 -1.100  0.259
H8 -0.117 -1.277 0.542  0.192
H9 -2.019 -1.997 -0.682  0.295
H10 -2.275 0.520 -0.129  0.364

***

# 2
This record from the Open Molecules 2025 dataset describes an isolated ion of composition C3H10N2S and charge -1 at a distorted geometry. The level of theory is ωB97M-V with the def2-TZVPD basis set.

Properties
ΔE to the lowest compared entry with this formula, charge and spin, kJ/mol: 126.25
E_HOMO (spin up / spin down), eV: 1.4 / -5.1
Spin multiplicity: 2
⟨S²⟩: 0.75
Total energy, eV: -17086.1728
Total charge: -1
Orbital gap (spin up / spin down), eV: 2.2 / 8.9

Each line ends with the natural charge from an NBO analysis.
CARTESIAN COORDINATES (ANGSTROEM)
N1 -1.494 -0.136 -0.468  -0.900
C1 -0.314 0.330 0.181  -0.067
C2 0.866 -0.723 0.045  -0.763
S1 1.502 -0.782 -1.648  -0.495
C3 -0.543 0.533 1.712  -0.383
N2 -1.424 1.713 1.938  -0.833
H1 -2.403 -0.104 -0.045  0.364
H2 -1.446 -0.160 -1.471  0.382
H3 0.064 1.304 -0.203  0.146
H4 0.426 -1.679 0.353  0.193
H5 1.620 -0.290 0.727  0.190
H6 1.442 -2.113 -1.749  0.088
H7 -0.676 -0.521 1.965  0.210
H8 0.447 0.760 2.087  0.186
H9 -1.191 2.524 1.377  0.352
H10 -2.263 1.416 1.439  0.330

***

# 3
This record from the Open Molecules 2025 dataset describes a 2-piece molecular cluster, C3H10N2S overall at a distorted geometry. The level of theory is ωB97M-V with the def2-TZVPD basis set.

Properties
ΔE to the lowest compared entry with this formula, charge and spin, kJ/mol: 75.03
E_HOMO, eV: -9.0
SMILES: [H]/N=C/N.CCS
Total energy, eV: -17087.8267
Orbital gap, eV: 9.9

Each line ends with the natural charge from an NBO analysis.
CARTESIAN COORDINATES (ANGSTROEM)
H1 -1.706 1.651 -2.631  0.342
N1 -1.862 1.886 -1.650  -0.752
C1 -0.750 1.938 -0.999  0.269
N2 -0.784 1.862 0.350  -0.822
H2 0.140 2.304 -1.517  0.159
H3 -1.622 1.452 0.684  0.409
H4 -0.028 2.266 0.863  0.398
C2 0.830 -1.164 1.392  -0.620
C3 1.148 -2.031 0.186  -0.519
S1 0.239 -1.608 -1.326  -0.046
H5 -0.270 -1.179 1.504  0.200
H6 0.957 -0.104 1.180  0.211
H7 1.190 -1.473 2.369  0.222
H8 1.020 -3.085 0.434  0.211
H9 2.211 -1.898 -0.025  0.212
H10 -0.712 -0.817 -0.815  0.126

***

# 4
This record from the Open Molecules 2025 dataset describes a 2-piece molecular cluster, C3H10N2S overall at a distorted geometry. The level of theory is ωB97M-V with the def2-TZVPD basis set.

Properties
ΔE to the lowest compared entry with this formula, charge and spin, kJ/mol: 139.97
E_HOMO, eV: -6.3
Total energy, eV: -17087.1536
Orbital gap, eV: 6.4

Each line ends with the natural charge from an NBO analysis.
CARTESIAN COORDINATES (ANGSTROEM)
C1 -1.122 2.079 2.452  -0.624
C2 -1.758 1.436 1.213  -0.492
S1 -0.664 0.125 0.532  -0.717
H1 -0.104 1.761 2.642  0.217
H2 -1.662 1.695 3.328  0.196
H3 -1.238 3.150 2.443  0.196
H4 -1.895 2.176 0.430  0.188
H5 -2.729 1.013 1.442  0.192
N1 1.612 -0.307 -1.161  -0.694
C3 1.952 -1.431 -1.687  0.372
N2 1.021 -2.284 -2.074  -0.749
H6 0.598 -0.066 -1.016  0.432
H7 2.279 0.343 -0.777  0.426
H8 3.011 -1.621 -1.803  0.206
H9 1.265 -3.195 -2.419  0.413
H10 0.067 -2.171 -1.746  0.439

***

# 5
This record from the Open Molecules 2025 dataset describes one molecule with the formula C3H10N2S2 at a distorted geometry. The level of theory is ωB97M-V with the def2-TZVPD basis set.

Properties
ΔE to the lowest compared entry with this formula, charge and spin, kJ/mol: 77.57
E_HOMO, eV: -8.2
SMILES: NC[C@H](N)CSS
Total energy, eV: -27923.1409
Orbital gap, eV: 8.6

Each line ends with the natural charge from an NBO analysis.
CARTESIAN COORDINATES (ANGSTROEM)
N1 1.341 -1.374 -1.730  -0.825
C1 0.813 -1.308 -0.344  -0.210
C2 0.481 0.147 0.097  -0.101
N2 1.405 0.397 1.261  -0.803
C3 -1.042 0.219 0.153  -0.513
S1 -1.408 1.913 0.851  0.039
S2 -3.335 2.145 0.007  -0.148
H1 2.296 -1.046 -1.825  0.353
H2 1.441 -2.379 -1.872  0.348
H3 -0.118 -1.859 -0.403  0.176
H4 1.441 -1.824 0.402  0.179
H5 0.899 0.799 -0.676  0.209
H6 1.012 -0.151 2.029  0.344
H7 1.254 1.374 1.538  0.354
H8 -1.538 0.079 -0.831  0.245
H9 -1.480 -0.512 0.864  0.215
H10 -3.461 3.380 0.480  0.137

***

# 6
This record from the Open Molecules 2025 dataset describes one molecule with the formula C3H10N3 at a distorted geometry. The level of theory is ωB97M-V with the def2-TZVPD basis set.

Properties
ΔE to the lowest compared entry with this formula, charge and spin, kJ/mol: 38.27
E_HOMO (spin up / spin down), eV: -4.2 / -8.7
Spin multiplicity: 2
⟨S²⟩: 0.75
Total energy, eV: -7741.0672
Orbital gap (spin up / spin down), eV: 5.2 / 9.6

Each line ends with the natural charge from an NBO analysis.
CARTESIAN COORDINATES (ANGSTROEM)
C1 1.918 0.708 1.405  -0.636
C2 1.025 0.833 0.159  -0.215
N1 0.069 -0.324 0.085  -0.654
C3 -1.137 -0.528 -0.549  0.362
N2 -1.426 -1.768 -1.086  -0.876
N3 -2.101 0.468 -0.449  -0.856
H1 1.290 0.168 2.119  0.225
H2 2.184 1.652 1.873  0.219
H3 2.776 0.089 1.130  0.206
H4 0.467 1.772 0.094  0.183
H5 1.559 0.747 -0.794  0.172
H6 0.739 -1.066 -0.077  0.362
H7 -1.054 -2.589 -0.621  0.367
H8 -1.567 -1.834 -2.088  0.367
H9 -3.001 0.268 -0.832  0.392
H10 -1.741 1.403 -0.370  0.381

***

# 7
This record from the Open Molecules 2025 dataset describes a 2-piece molecular cluster, C3H10N3 overall at a distorted geometry. The level of theory is ωB97M-V with the def2-TZVPD basis set.

Properties
ΔE to the lowest compared entry with this formula, charge and spin, kJ/mol: 678.38
E_HOMO (spin up / spin down), eV: -12.8 / -13.2
Total energy, eV: -7731.2336
Total charge: +1
Orbital gap (spin up / spin down), eV: 6.5 / 8.7

Each line ends with the natural charge from an NBO analysis.
CARTESIAN COORDINATES (ANGSTROEM)
C1 -0.675 -0.616 -0.138  0.512
C2 -3.156 0.928 0.053  -0.360
C3 2.707 0.607 0.258  -0.443
N1 0.464 0.022 -0.202  -0.412
N2 -0.855 -1.870 -0.246  -0.779
N3 1.809 -0.464 -0.214  -0.447
H1 -3.477 -0.054 -0.332  0.188
H2 -2.740 1.721 -0.531  0.197
H3 -3.544 1.084 1.130  0.213
H4 2.374 1.528 -0.244  0.202
H5 2.779 0.792 1.345  0.207
H6 3.712 0.500 -0.137  0.243
H7 0.343 1.019 -0.088  0.432
H8 -1.697 -2.189 0.016  0.412
H9 -0.324 -2.582 -0.806  0.433
H10 2.118 -1.316 0.211  0.401

***

# 8
This record from the Open Molecules 2025 dataset describes an isolated ion of composition C3H10N3 and charge +1 at a distorted geometry. The level of theory is ωB97M-V with the def2-TZVPD basis set.

Properties
ΔE to the lowest compared entry with this formula, charge and spin, kJ/mol: 29.41
E_HOMO, eV: -14.7
SMILES: CCNC(N)=[NH2+]
Total energy, eV: -7737.9596
Total charge: +1
Orbital gap, eV: 11.6

Each line ends with the natural charge from an NBO analysis.
CARTESIAN COORDINATES (ANGSTROEM)
C1 0.507 1.683 -1.138  -0.626
C2 1.193 0.447 -0.611  -0.236
N1 0.537 0.022 0.651  -0.573
C3 -0.558 -0.820 0.667  0.687
N2 -1.051 -1.225 1.926  -0.788
N3 -1.119 -1.175 -0.428  -0.744
H1 1.080 2.075 -1.994  0.243
H2 -0.539 1.488 -1.472  0.205
H3 0.513 2.473 -0.378  0.231
H4 2.246 0.657 -0.387  0.241
H5 1.188 -0.350 -1.347  0.204
H6 0.972 0.305 1.541  0.432
H7 -0.471 -1.074 2.737  0.422
H8 -1.726 -2.017 1.987  0.428
H9 -0.794 -0.775 -1.303  0.435
H10 -1.979 -1.712 -0.451  0.439

***

# 9
This record from the Open Molecules 2025 dataset describes a 2-piece molecular cluster, C3H10N3O overall at a distorted geometry. The level of theory is ωB97M-V with the def2-TZVPD basis set.

Properties
ΔE to the lowest compared entry with this formula, charge and spin, kJ/mol: 113.85
E_HOMO, eV: -3.7
Total energy, eV: -9790.6356
Total charge: -1
Orbital gap, eV: 7.8

Each line ends with the natural charge from an NBO analysis.
CARTESIAN COORDINATES (ANGSTROEM)
C1 1.000 0.961 -1.843  -0.424
N1 1.711 -0.268 -1.719  -0.681
C2 1.334 -1.033 -0.501  0.118
O1 0.044 -1.470 -0.523  -0.912
H1 -0.039 0.905 -1.464  0.199
H2 0.949 1.359 -2.875  0.167
H3 1.457 1.761 -1.245  0.164
H4 1.227 -0.901 -2.400  0.336
H5 1.562 -0.251 0.351  0.087
H6 2.126 -1.877 -0.444  0.094
N2 -0.747 -0.485 1.771  -0.872
C3 -1.843 0.343 1.977  0.279
N3 -2.478 0.983 1.033  -0.780
H7 -0.362 -0.875 2.628  0.351
H8 -0.525 -0.969 0.735  0.470
H9 -2.106 0.439 3.043  0.099
H10 -3.310 1.378 1.477  0.306

***

# 10
This record from the Open Molecules 2025 dataset describes a 2-piece molecular cluster, C3H10N3O overall. The level of theory is ωB97M-V with the def2-TZVPD basis set.

Properties
ΔE to the lowest compared entry with this formula, charge and spin, kJ/mol: 150.25
E_HOMO, eV: -2.7
Total energy, eV: -9790.2583
Total charge: -1
Orbital gap, eV: 6.9

Each line ends with the natural charge from an NBO analysis.
CARTESIAN COORDINATES (ANGSTROEM)
C1 -0.333 -2.076 -0.592  -0.409
N1 1.006 -1.890 -0.079  -0.632
C2 1.330 -0.987 0.906  0.356
N2 2.491 -0.432 0.907  -0.785
H1 -0.386 -2.931 -1.279  0.164
H2 -1.023 -2.244 0.240  0.188
H3 -0.658 -1.173 -1.106  0.240
H4 1.766 -1.977 -0.740  0.371
H5 0.643 -0.898 1.743  0.159
H6 2.635 -0.066 1.845  0.316
N3 -0.900 2.744 -0.934  -0.927
C3 -1.311 1.628 -0.008  0.162
O1 -0.391 0.682 0.110  -0.952
H7 -1.029 3.661 -0.525  0.320
H8 0.095 2.566 -1.033  0.356
H9 -1.643 2.121 0.964  0.026
H10 -2.291 1.273 -0.420  0.046

***

# 11
This record from the Open Molecules 2025 dataset describes a 2-piece molecular cluster, C3H10N3O overall at a distorted geometry. The level of theory is ωB97M-V with the def2-TZVPD basis set.

Properties
ΔE to the lowest compared entry with this formula, charge and spin, kJ/mol: 775.90
E_HOMO (spin up / spin down), eV: -13.0 / -13.0
Total energy, eV: -9778.2583
Total charge: +1
Orbital gap (spin up / spin down), eV: 8.4 / 8.4

Each line ends with the natural charge from an NBO analysis.
CARTESIAN COORDINATES (ANGSTROEM)
C1 -1.599 -0.032 -0.646  0.531
C2 1.443 0.715 0.878  0.114
C3 3.121 -0.813 0.154  -0.390
N1 -3.930 -0.102 0.058  -0.634
N2 -2.508 -0.097 0.329  -0.403
N3 2.215 0.307 -0.270  -0.666
O1 -0.365 -0.002 -0.461  -0.729
H1 -1.818 0.119 -1.766  0.187
H2 0.868 1.691 0.783  0.148
H3 4.037 -0.573 0.432  0.230
H4 2.511 -1.428 0.853  0.257
H5 3.088 -1.378 -0.787  0.221
H6 -4.284 0.678 -0.476  0.382
H7 -4.367 -0.123 0.972  0.378
H8 -2.288 -0.295 1.266  0.417
H9 1.272 0.164 -0.761  0.516
H10 2.605 1.166 -0.560  0.439

***

# 12
This record from the Open Molecules 2025 dataset describes C3H10N3O as an isolated structure at a distorted geometry. The level of theory is ωB97M-V with the def2-TZVPD basis set.

Properties
ΔE to the lowest compared entry with this formula, charge and spin, kJ/mol: 458.35
E_HOMO, eV: -13.9
Total energy, eV: -9781.5495
Total charge: +1
Orbital gap, eV: 10.6

Each line ends with the natural charge from an NBO analysis.
CARTESIAN COORDINATES (ANGSTROEM)
C1 -0.376 -1.141 0.203  0.208
C2 0.759 -0.065 -0.148  0.420
C3 2.014 -0.251 0.664  -0.689
N1 -2.255 0.238 0.002  -0.689
N2 -1.716 -1.039 0.131  -0.396
N3 0.391 1.451 -0.266  -0.746
O1 0.572 -0.682 -1.284  -0.596
H1 0.086 -2.131 0.349  0.242
H2 1.979 -1.155 1.178  0.250
H3 2.332 0.546 1.353  0.235
H4 2.890 -0.406 -0.019  0.260
H5 -3.176 0.348 0.397  0.396
H6 -2.307 0.449 -1.007  0.358
H7 -2.113 -1.700 -0.431  0.386
H8 1.146 2.004 0.131  0.439
H9 -0.562 1.844 0.017  0.475
H10 0.336 1.691 -1.268  0.448